{"formula": "C40H94O38S6", "method": "the ωB97M-V functional and the def2-TZVPD basis", "elements": ["C", "O", "C", "C", "O", "C", "H", "H", "H", "H", "H", "H", "H", "H", "H", "H", "C", "O", "C", "C", "O", "C", "H", "H", "H", "H", "H", "H", "H", "H", "H", "H", "C", "O", "C", "C", "O", "C", "H", "H", "H", "H", "H", "H", "H", "H", "H", "H", "C", "O", "C", "C", "O", "C", "H", "H", "H", "H", "H", "H", "H", "H", "H", "H", "C", "O", "C", "C", "O", "C", "H", "H", "H", "H", "H", "H", "H", "H", "H", "H", "C", "O", "C", "C", "O", "C", "H", "H", "H", "H", "H", "H", "H", "H", "H", "H", "C", "O", "C", "C", "O", "C", "H", "H", "H", "H", "H", "H", "H", "H", "H", "H", "C", "C", "O", "S", "O", "O", "O", "H", "H", "H", "H", "C", "C", "O", "S", "O", "O", "O", "H", "H", "H", "H", "C", "C", "O", "S", "O", "O", "O", "H", "H", "H", "H", "C", "C", "O", "S", "O", "O", "O", "H", "H", "H", "H", "C", "C", "O", "S", "O", "O", "O", "H", "H", "H", "H", "C", "C", "O", "S", "O", "O", "O", "H", "H", "H", "H"], "xyz": [[-0.3617, 7.0794, -0.6745], [0.6534, 6.4169, -1.4007], [1.1827, 5.2396, -0.7384], [2.3642, 4.7930, -1.5092], [2.8703, 3.4683, -1.1101], [3.4571, 2.7970, -2.2153], [-1.1212, 6.4689, -0.1721], [-0.9908, 7.6985, -1.3281], [0.1025, 7.7978, 0.0232], [0.3938, 4.5026, -0.6682], [1.4348, 5.4210, 0.3786], [3.2057, 5.5064, -1.4419], [2.0906, 4.7826, -2.5578], [3.8715, 1.8503, -1.9445], [4.3090, 3.3705, -2.6660], [2.7586, 2.7292, -3.0421], [-3.5636, 5.3722, -3.1361], [-3.4995, 5.2949, -1.7000], [-2.8233, 4.0939, -1.3649], [-2.9348, 3.8733, 0.1475], [-3.9119, 3.0068, 0.6330], [-5.2497, 3.4083, 0.4221], [-4.0172, 4.5061, -3.5904], [-2.5818, 5.6094, -3.6345], [-4.2961, 6.1401, -3.3519], [-1.7458, 4.1999, -1.7047], [-3.2613, 3.1883, -1.9164], [-2.9645, 4.8457, 0.6058], [-1.9974, 3.4652, 0.4451], [-5.6113, 3.2234, -0.5777], [-5.3670, 4.4808, 0.6579], [-5.8767, 2.8555, 1.1031], [-1.5405, 2.8752, -8.2115], [-2.8446, 2.2183, -8.1841], [-2.7087, 0.8500, -7.8115], [-4.1339, 0.3247, -7.5158], [-4.5730, 0.8860, -6.2514], [-5.8335, 0.4497, -5.9384], [-1.7240, 3.9125, -8.3776], [-0.9885, 2.4524, -9.0790], [-0.9438, 2.7745, -7.3357], [-2.2058, 0.7606, -6.8322], [-2.2311, 0.2983, -8.6446], [-4.1279, -0.7866, -7.4948], [-4.8070, 0.6707, -8.3166], [-5.8747, -0.6112, -5.6120], [-6.5941, 0.5850, -6.6551], [-6.1363, 1.0126, -5.0885], [4.6834, -7.0955, -2.9359], [4.7900, -5.7782, -2.4597], [4.3443, -4.8511, -3.4732], [4.4110, -3.4237, -3.0041], [3.1972, -2.9698, -2.4250], [2.9883, -1.5644, -2.3636], [4.9971, -7.7216, -2.0972], [5.2376, -7.2737, -3.7904], [3.6613, -7.2444, -3.1643], [3.2480, -5.0381, -3.6470], [4.9182, -5.0149, -4.4173], [4.7614, -2.8038, -3.8039], [5.1573, -3.3829, -2.1704], [3.8348, -1.1594, -1.7893], [2.0557, -1.4446, -1.8778], [2.9051, -1.1175, -3.4129], [4.6209, 0.5637, 7.1933], [4.2527, 1.2132, 5.9875], [2.9783, 1.8622, 6.1104], [2.6403, 2.7949, 4.9615], [2.5102, 2.0371, 3.7420], [2.1973, 2.8270, 2.5710], [5.6424, 0.2594, 7.1774], [4.0126, -0.3139, 7.3753], [4.5232, 1.1961, 8.0656], [2.9556, 2.4806, 6.9779], [2.1525, 1.0891, 6.1627], [3.4871, 3.4423, 4.7943], [1.7036, 3.2691, 5.2470], [2.4217, 2.1921, 1.6921], [2.8287, 3.7365, 2.5076], [1.1394, 3.0257, 2.5268], [-0.7582, -1.6970, 3.9387], [-0.1010, -2.2358, 5.0644], [0.5094, -3.5097, 4.8270], [1.1935, -3.8881, 6.1449], [2.3689, -3.0681, 6.2937], [3.0781, -3.4284, 7.4436], [-1.6184, -2.2747, 3.6037], [-0.0269, -1.5106, 3.1282], [-0.9896, -0.6545, 4.1988], [1.2324, -3.3851, 4.0280], [-0.2653, -4.2329, 4.6326], [1.4614, -4.9372, 6.0710], [0.5190, -3.7735, 7.0292], [3.8745, -2.6850, 7.4955], [3.5706, -4.4217, 7.3155], [2.5089, -3.5059, 8.3506], [-3.4068, -1.1073, 0.6939], [-2.5489, -0.0733, 0.3228], [-1.2139, -0.3227, 0.7008], [-0.2865, 0.5422, -0.0091], [-0.1436, -0.0660, -1.3270], [0.4965, 0.7791, -2.3580], [-3.2396, -2.0391, 0.1158], [-4.3832, -0.6502, 0.5700], [-3.2828, -1.3569, 1.7590], [-0.9146, -1.3805, 0.4255], [-1.0563, -0.1942, 1.7274], [0.7048, 0.7152, 0.4757], [-0.7408, 1.5390, -0.1212], [1.5771, 0.9012, -2.1109], [-0.0205, 1.7403, -2.4991], [0.3170, 0.2215, -3.3073], [1.4693, -3.7619, 0.5005], [1.5002, -5.1376, -0.1114], [0.1031, -5.6316, -0.0032], [-0.7463, -4.7289, 1.0083], [-1.1343, -5.5638, 2.1151], [-1.6931, -3.9636, 0.3127], [0.4467, -3.8659, 1.5613], [1.1610, -3.0463, -0.2291], [2.3529, -3.4633, 0.9489], [2.1512, -5.6598, 0.6188], [1.7669, -5.2082, -1.1978], [-3.2286, 1.3140, 3.0419], [-4.0330, 2.3715, 3.7012], [-2.9489, 3.0902, 4.5457], [-1.4611, 2.8320, 4.0020], [-0.8067, 2.1731, 5.0346], [-0.7375, 3.9769, 3.5718], [-1.8467, 1.9029, 2.8074], [-3.5233, 0.9849, 2.0218], [-3.0693, 0.4404, 3.6306], [-4.7864, 1.9880, 4.4454], [-4.5194, 3.0753, 3.0138], [5.1408, -0.3169, 3.3250], [3.7216, -0.8802, 3.3898], [3.9504, -2.3625, 3.1948], [5.2406, -2.6165, 2.2612], [4.8966, -2.7226, 0.8746], [6.0992, -3.5836, 2.8618], [5.8786, -1.1632, 2.3899], [5.6935, -0.4367, 4.2802], [5.3623, 0.6622, 2.9790], [3.0392, -0.5226, 2.5911], [3.2791, -0.7607, 4.3673], [-2.4500, -1.4775, -3.1358], [-2.9837, -0.1494, -2.8174], [-4.4487, -0.1138, -3.2244], [-4.9745, -1.6662, -2.9517], [-5.6783, -2.0870, -4.1151], [-5.5975, -1.8430, -1.6558], [-3.5767, -2.3660, -2.8452], [-1.5911, -1.8429, -2.5254], [-2.1522, -1.5776, -4.1914], [-2.5660, 0.7654, -3.3413], [-2.9881, 0.0798, -1.7413], [3.4402, -0.7428, -8.3514], [2.6744, -1.9445, -7.7869], [1.8521, -1.5291, -6.6563], [1.2705, -0.0530, -7.0154], [1.4079, 0.7345, -5.8303], [0.0224, -0.0689, -7.7124], [2.4998, 0.3771, -8.0328], [3.4921, -0.7808, -9.4223], [4.3837, -0.3861, -7.8780], [3.3244, -2.7489, -7.4306], [2.0209, -2.3482, -8.5700], [-2.5234, -1.3693, 7.1282], [-3.5889, -2.2995, 7.6566], [-4.4697, -2.5137, 6.4600], [-4.4581, -1.1260, 5.5941], [-5.6024, -0.3570, 5.9014], [-4.1970, -1.5117, 4.2554], [-3.2233, -0.4082, 6.2555], [-1.8126, -1.9419, 6.5163], [-1.9214, -0.8006, 7.8293], [-4.1684, -2.0459, 8.5121], [-3.0589, -3.2629, 7.7605]], "atomic_forces_ev_per_a": [[-0.3, 1.1, 0.2], [0.2, -1.0, 0.4], [-0.8, 1.3, 2.3], [1.8, -1.0, -0.5], [-0.7, 0.9, -0.4], [0.7, 1.8, -0.7], [0.6, -0.5, 0.1], [0.5, -0.2, -0.4], [-0.2, -0.4, 0.2], [-0.2, -0.6, -0.3], [-0.2, 0.2, -1.6], [-0.4, -0.1, 0.2], [-0.2, -0.2, -0.4], [-0.1, -0.7, 0.5], [-0.4, -0.1, 0.6], [-0.4, -0.4, -0.1], [0.0, 1.1, 0.2], [0.1, -0.9, -1.4], [-0.1, -0.7, -0.3], [0.8, 0.1, -1.0], [-0.4, -0.3, -0.2], [0.2, 0.9, 0.4], [0.2, -0.8, 0.0], [-0.8, -0.3, 0.7], [0.2, 0.6, -0.1], [-0.9, -0.3, 0.5], [0.4, 1.1, 0.6], [-0.4, 0.7, 0.4], [0.7, -0.6, 0.5], [0.1, 0.0, -0.5], [0.0, -0.2, -0.2], [-0.2, -0.4, 0.3], [-1.3, -1.2, -1.8], [1.5, 0.4, 0.7], [-1.6, 0.2, 0.4], [0.5, 0.6, 0.1], [1.6, -0.4, -2.0], [-0.5, -1.5, 1.8], [-0.2, 0.7, -0.2], [0.0, 0.3, 0.5], [0.2, -0.4, 1.0], [0.4, 0.0, -0.6], [-0.1, 0.0, 0.7], [-0.1, 0.5, 0.2], [0.0, -0.2, 0.2], [0.2, 0.5, -0.5], [-0.7, 0.4, -1.6], [-0.3, 0.5, 0.9], [-0.6, 0.6, 2.5], [0.2, 1.5, -0.8], [-1.1, -0.9, 0.3], [1.0, 0.1, 2.1], [-0.8, -0.7, -0.7], [1.5, -0.6, -1.6], [-0.1, -0.2, -0.3], [1.5, -0.3, -1.8], [-1.3, -0.8, -0.3], [0.8, -0.1, -0.3], [-0.3, 0.1, 0.6], [0.0, 0.7, -0.6], [-0.1, 0.0, -0.7], [-0.4, 0.5, -0.2], [-0.8, 0.4, 0.6], [0.3, -0.4, 1.2], [-0.7, 0.1, -0.1], [-0.2, 0.5, 0.1], [-0.7, -1.4, -1.1], [0.6, -1.6, -0.8], [-0.2, 0.3, -0.1], [0.9, -1.0, 0.2], [0.8, -0.2, -0.5], [-0.3, -0.3, 0.0], [-0.2, 0.5, 0.2], [0.0, 0.4, 1.1], [0.8, 0.6, 0.2], [0.1, 0.9, 0.2], [0.0, 0.4, -0.2], [0.1, 0.3, 0.4], [-0.5, -0.3, 0.1], [-0.3, 0.6, 0.1], [1.2, 1.2, -0.1], [-0.2, -0.2, 0.0], [-0.1, 1.2, 1.8], [0.3, 0.7, -0.6], [-1.5, -0.7, 0.1], [1.6, -0.6, -0.9], [-0.1, 0.0, -0.1], [-0.2, -0.7, -0.1], [-0.6, -0.4, 0.2], [0.2, -0.4, -0.2], [-0.2, -0.5, -0.6], [0.3, -0.4, 0.1], [0.3, 0.1, -0.6], [0.0, -0.1, 0.5], [-0.2, 0.4, 0.0], [-0.6, 0.4, 0.5], [-0.4, -0.6, 0.5], [1.2, 0.6, -0.2], [0.0, -2.2, -0.9], [1.0, 1.3, -2.2], [0.7, 1.5, -0.5], [-0.7, -1.3, 0.6], [-0.3, 0.6, 0.1], [-0.4, -0.7, -0.2], [0.0, 0.0, -0.1], [-0.5, 0.8, 0.4], [-0.2, 0.1, 1.8], [-0.6, -0.5, -0.2], [0.1, 0.0, 0.0], [-0.8, 0.1, -0.4], [0.2, -0.1, 0.5], [0.6, 0.3, 0.7], [-2.2, 0.0, -0.7], [-0.2, -0.6, 0.4], [0.8, 0.8, -0.1], [0.8, -2.7, 2.3], [-0.2, 0.8, -1.0], [-0.7, 0.8, -0.8], [1.0, 0.5, -1.0], [-0.4, 0.8, -0.4], [1.7, 0.4, 0.9], [-0.4, -0.8, -1.0], [0.1, 0.2, 1.3], [1.4, -0.5, -2.0], [0.5, 1.1, 1.8], [-1.2, -0.1, -1.5], [-1.3, 1.1, -0.1], [1.2, -2.4, 2.2], [-0.9, 0.7, -1.2], [-1.2, -0.1, -0.1], [0.0, 0.6, 0.8], [0.1, -0.4, 0.6], [0.9, 0.3, -0.7], [0.6, 0.0, 0.3], [1.4, -1.4, 0.9], [0.3, -0.6, -0.9], [0.5, 0.9, -0.4], [0.3, 1.0, -0.1], [-0.5, -0.6, 0.5], [-0.7, 0.2, -0.1], [-0.5, -0.2, 0.2], [-0.8, 0.1, -0.3], [-0.7, 1.0, -0.3], [0.5, -0.2, 0.5], [-0.1, -0.1, 0.1], [0.6, -1.7, -0.6], [-1.4, 3.7, 0.5], [1.1, -2.6, 0.7], [-1.0, 1.0, 1.2], [0.2, -0.1, 0.2], [0.6, 0.7, -1.5], [1.1, 0.0, -0.3], [-0.8, 0.6, -0.2], [-0.4, -0.1, 0.2], [-0.2, -1.4, 0.3], [0.2, -0.3, -0.4], [-1.3, 1.7, 1.7], [0.2, -0.9, 0.0], [0.2, 0.9, -1.3], [1.6, 0.7, 0.1], [-0.3, -0.4, -0.4], [1.2, -0.5, 0.2], [-0.9, -0.9, 0.3], [0.3, -0.1, -0.4], [-0.6, -0.9, -0.3], [-0.2, 0.2, 0.0], [0.0, 0.1, 0.2], [0.4, 0.5, -0.8], [0.6, -1.6, -2.0], [1.1, 1.7, 0.8], [-0.4, -1.5, 0.6], [-0.5, 0.5, 0.0], [0.2, 0.1, -0.4], [0.4, -0.7, 0.6], [-0.3, 0.2, 0.0], [-0.4, 0.1, 0.3], [-0.4, 0.5, 0.5], [-0.7, 0.3, 0.4]], "lumo_energy_ha": -0.0014, "homo_energy_ev": -9.15, "relative_energy_kj_mol": 0.0, "largest_force_ev_per_a": 3.95}